# 1
51
Properties=species:S:1:pos:R:3:forces:R:3 method="wB97M-V/def2-TZVPD" relative_energy_ev=0.4693 homo_lumo_gap_ha=0.3427 e_homo_ev=-9.07 smiles="CCOC(=O)c1ccc(NC(=O)CSc2nnc(CNC(=O)c3ccccc3F)o2)cc1"
C -5.639 -2.875 0.306 0.351 0.160 -0.148
C -4.766 -2.300 -0.800 -0.585 0.070 -0.049
O -3.410 -2.161 -0.376 0.271 -0.155 0.013
C -3.104 -1.065 0.325 0.014 0.195 0.062
O -3.899 -0.198 0.602 -0.076 -0.058 -0.001
C -1.671 -1.017 0.704 0.153 0.015 0.072
C -0.751 -1.950 0.231 -0.134 0.082 0.083
C 0.581 -1.838 0.573 0.102 0.056 0.057
C 1.012 -0.783 1.377 -0.327 0.112 -0.080
N 2.383 -0.678 1.653 -0.039 -0.482 0.160
C 3.080 0.485 1.726 0.398 -0.225 0.054
O 2.589 1.584 1.795 -0.087 0.328 0.001
C 4.603 0.338 1.719 0.139 -0.150 -0.259
S 5.280 -1.255 1.141 0.198 0.201 0.333
C 4.450 -1.381 -0.375 -0.167 -0.295 -0.408
N 4.296 -2.450 -1.090 0.903 -0.061 1.476
N 3.512 -2.101 -2.130 -0.909 0.615 -1.216
C 3.227 -0.849 -2.004 0.011 -0.512 -0.232
C 2.340 -0.011 -2.851 0.171 0.383 0.103
N 1.265 0.552 -2.068 0.005 -0.264 -0.183
C 1.359 1.823 -1.593 -0.210 -0.268 -0.104
O 2.332 2.516 -1.813 0.230 0.223 0.083
C 0.200 2.318 -0.798 -0.257 0.147 0.000
C 0.452 3.314 0.143 -0.059 -0.100 -0.064
C -0.571 3.866 0.889 0.080 0.049 0.070
C -1.878 3.448 0.691 0.020 -0.081 -0.107
C -2.159 2.468 -0.245 -0.012 -0.060 -0.168
C -1.120 1.912 -0.966 0.084 0.236 0.087
F -1.429 0.947 -1.870 -0.002 0.078 0.103
O 3.802 -0.316 -0.896 0.145 0.012 -0.076
C 0.094 0.141 1.868 0.087 -0.029 0.082
C -1.239 0.013 1.536 -0.153 -0.257 -0.082
H -5.238 -3.828 0.645 -0.017 -0.100 0.024
H -5.675 -2.187 1.146 -0.049 0.023 0.054
H -6.647 -3.027 -0.069 -0.127 -0.036 -0.023
H -4.725 -2.971 -1.660 0.016 0.117 0.083
H -5.143 -1.319 -1.108 0.079 -0.185 -0.035
H -1.083 -2.751 -0.410 -0.012 -0.082 -0.037
H 1.296 -2.563 0.207 0.111 -0.044 -0.070
H 2.911 -1.539 1.572 -0.033 0.253 0.026
H 4.978 0.450 2.737 -0.007 0.000 -0.038
H 5.011 1.147 1.111 -0.143 -0.033 0.118
H 1.954 -0.624 -3.666 0.101 0.035 0.086
H 2.915 0.836 -3.243 -0.129 -0.228 -0.061
H 0.487 -0.040 -1.831 -0.059 0.155 0.066
H 1.475 3.630 0.278 0.084 0.017 -0.009
H -0.351 4.628 1.620 0.027 0.072 0.070
H -2.683 3.882 1.264 -0.083 0.033 0.054
H -3.164 2.114 -0.407 -0.085 -0.066 -0.025
H 0.429 0.952 2.491 0.013 0.047 0.040
H -1.967 0.711 1.917 -0.034 0.054 0.014

***

# 2
13
Properties=species:S:1:pos:R:3:forces:R:3 method="wB97M-V/def2-TZVPD" total_charge=-1 relative_energy_ev=3.6331 homo_lumo_gap_ha="0.1956 / 0.1956" e_homo_ev="-1.97 / -1.97"
O -1.610 -1.314 0.021 -1.274 -1.310 1.116
C 1.807 1.143 0.846 0.385 -0.385 0.234
Tl -0.090 0.195 -0.404 -0.717 1.920 -2.078
O 2.177 0.160 0.045 1.756 -0.242 0.740
C 3.552 -0.297 -0.026 0.329 0.268 0.036
H 3.724 -0.711 -1.028 -0.170 0.079 0.124
H 4.203 0.569 0.160 -0.139 -0.277 0.080
H 3.692 -1.080 0.729 0.016 0.262 -0.168
C -2.865 -1.237 0.043 -0.142 -0.545 -0.192
C -3.389 0.201 0.066 -0.532 0.530 0.093
H -2.929 0.844 0.846 -0.002 -0.226 -0.245
H -3.201 0.654 -0.923 0.122 -0.088 0.174
H -4.483 0.204 0.199 0.368 0.014 0.086

***

# 3
80
Properties=species:S:1:pos:R:3:forces:R:3 method="wB97M-V/def2-TZVPD" total_charge=+1 relative_energy_ev=0.0000 homo_lumo_gap_ha=0.3006 e_homo_ev=-10.99
Cs 0.030 0.444 -0.475 0.118 -0.193 -0.127
O -2.289 2.057 -0.054 0.022 0.080 -0.092
S -2.987 3.337 0.295 0.001 -0.010 0.042
C -2.019 4.691 -0.432 0.002 0.004 0.039
C -0.500 4.574 -0.405 -0.072 0.001 -0.039
C 0.164 4.927 0.925 0.002 -0.002 0.000
C 1.676 5.103 0.788 0.020 -0.001 -0.004
S 2.650 3.591 1.064 0.002 0.030 -0.095
O 1.796 2.471 0.538 -0.116 -0.095 0.173
C 2.547 3.567 2.850 0.023 0.008 -0.015
C 3.639 4.058 3.552 0.006 0.003 -0.012
C 3.602 4.083 4.938 0.003 0.034 0.008
C 2.485 3.605 5.611 0.004 0.012 -0.006
C 1.405 3.098 4.899 0.000 -0.011 -0.010
C 1.432 3.076 3.511 0.002 -0.017 0.034
C -2.674 3.582 2.043 -0.013 0.049 -0.017
C -2.201 2.499 2.765 0.004 -0.014 -0.047
C -2.044 2.616 4.139 -0.004 0.006 0.037
C -2.349 3.809 4.776 0.004 -0.003 -0.015
C -2.833 4.886 4.043 -0.008 0.000 -0.004
C -3.015 4.772 2.674 0.008 -0.005 0.016
H -2.379 5.607 0.042 0.002 0.000 -0.004
H -2.374 4.702 -1.465 -0.010 0.010 0.005
H -0.133 5.270 -1.166 0.002 -0.026 -0.019
H -0.206 3.576 -0.739 0.024 0.067 0.086
H -0.065 4.178 1.682 -0.032 0.026 -0.020
H -0.256 5.867 1.295 0.007 0.005 -0.016
H 2.079 5.834 1.490 0.001 0.008 0.004
H 1.946 5.429 -0.218 0.004 0.005 0.000
H 4.518 4.395 3.017 0.010 0.008 -0.003
H 4.450 4.462 5.492 0.007 0.004 0.000
H 2.458 3.625 6.693 -0.005 -0.003 0.015
H 0.536 2.724 5.425 -0.008 0.002 0.007
H 0.597 2.679 2.949 0.005 -0.041 0.010
H -1.972 1.578 2.247 0.008 -0.009 0.008
H -1.692 1.766 4.712 0.006 -0.013 -0.003
H -2.227 3.900 5.847 -0.001 0.003 0.013
H -3.086 5.811 4.542 -0.002 0.007 0.004
H -3.424 5.603 2.112 -0.001 0.007 0.002
N 0.009 -1.991 7.645 0.024 0.005 0.056
C -0.096 -1.679 6.546 -0.035 -0.030 -0.023
C -0.217 -1.298 5.164 0.023 0.024 -0.027
C 0.771 -0.519 4.572 -0.018 -0.026 0.005
C 0.626 -0.196 3.234 0.026 0.028 -0.019
N -0.410 -0.581 2.492 -0.059 0.012 0.007
C -1.359 -1.314 3.077 0.009 -0.024 0.036
C -1.309 -1.704 4.405 0.002 0.014 -0.007
H 1.631 -0.183 5.136 0.003 -0.001 -0.004
H 1.376 0.409 2.734 0.021 0.001 0.001
H -2.196 -1.607 2.454 -0.002 -0.006 -0.001
H -2.095 -2.307 4.839 -0.005 -0.001 -0.006
C 3.593 -4.851 4.083 -0.011 -0.006 0.008
C 2.248 -4.135 4.077 -0.020 -0.008 -0.004
C 1.911 -3.509 2.733 -0.050 0.009 0.017
N 2.800 -2.384 2.466 0.053 0.091 0.119
C 2.984 -1.842 1.269 0.027 -0.038 -0.028
S 2.293 -2.455 -0.122 -0.076 0.132 -0.098
N 3.781 -0.703 1.154 -0.031 0.006 0.016
C 4.328 0.197 2.071 0.036 -0.001 0.021
O 4.570 1.324 1.704 -0.028 0.002 -0.005
C 4.648 -0.246 3.459 -0.038 -0.031 -0.034
C 5.438 -1.368 3.697 -0.032 -0.004 0.017
C 5.767 -1.709 5.001 -0.002 -0.019 -0.016
C 5.295 -0.946 6.060 0.003 0.006 0.003
C 4.517 0.180 5.820 0.006 0.011 -0.035
C 4.208 0.542 4.518 0.014 -0.013 0.010
H 3.799 -5.287 5.060 0.008 0.000 0.010
H 4.409 -4.170 3.843 0.028 0.018 -0.006
H 3.604 -5.656 3.347 0.000 -0.005 -0.007
H 2.221 -3.365 4.858 0.008 0.004 0.000
H 1.452 -4.840 4.324 0.001 0.006 0.000
H 0.875 -3.155 2.716 0.000 -0.003 -0.035
H 2.016 -4.229 1.922 0.021 -0.011 0.021
H 3.214 -1.944 3.275 0.057 -0.020 -0.022
H 3.770 -0.327 0.213 0.004 -0.030 0.053
H 5.793 -1.966 2.866 0.012 0.000 -0.005
H 6.392 -2.571 5.189 0.008 -0.008 0.010
H 5.545 -1.223 7.076 0.002 -0.005 0.012
H 4.165 0.784 6.646 -0.004 0.003 0.013
H 3.632 1.436 4.312 -0.007 -0.018 -0.006